The following is a quantum chemistry calculation of a 3-piece molecular cluster, C3H14N2O overall at a distorted geometry, from the Open Molecules 2025 dataset.

Output
Frontier orbital gap: 10.12 eV
Largest force on an atom: 0.115 hartree/bohr
Relative energy (zero: lowest compared OMol25 entry of this formula, charge and spin): 4.258 eV
E_tot: -306.687825 Eh
E_LUMO: -0.350 Eh

Structure (ORCA input):
```
! RIJCOSX wB97M-V def2-TZVPD def2/J DEFGRID3
* xyz 2 1
C 0.52 -0.46 -0.82
C 1.01 0.75 -0.09
C -0.11 1.59 -0.04
N 0.63 3.48 0.86
N -0.72 -1.10 -0.07
H 1.15 -1.35 -0.83
H 0.07 -0.27 -1.79
H 1.74 1.32 -0.86
H 1.58 0.62 0.83
H -0.20 2.25 -0.94
H -1.12 1.38 0.40
H 1.65 3.69 0.43
H -0.15 4.07 0.50
H 0.15 3.13 1.66
H -1.66 -0.64 -0.22
H -0.54 -1.19 1.03
H -0.63 -2.19 -0.23
H -0.73 -4.46 0.66
H -0.88 -4.13 -0.78
O -1.03 -3.77 0.04
*
```

What are the Mulliken partial charges on each atom? They are as follows, in elementary charge units:
1 C -0.7183
2 C -0.1127
3 C -0.5624
4 N -0.6409
5 N -0.4548
6 H 0.4096
7 H 0.3975
8 H 0.3361
9 H 0.3335
10 H 0.3639
11 H 0.4414
12 H 0.3857
13 H 0.3497
14 H 0.3403
15 H 0.3922
16 H 0.4273
17 H 0.3056
18 H 0.3489
19 H 0.3262
20 O -0.6687